[1]
36
Properties=species:S:1:pos:R:3:forces:R:3:mulliken_charge:R:1 method="wB97M-V/def2-TZVPD" total_energy_ha=-977.6223 gap_ev=7.9 smiles="CCOC(=O)[C@@H](F)[N+](=O)[O-].Cc1cc(C)nc(C)c1" lumo_ev=-0.58 homo_ev=-8.5
C 3.471373 -0.920272 3.380164 0.78 -0.18 -0.03 -1.236
C 2.094610 -0.316423 3.488890 0.65 -0.64 0.22 -0.129
O 1.993724 0.664297 2.473141 -0.08 0.83 -0.34 -0.267
C 0.796285 1.301703 2.446583 6.16 1.47 -3.01 0.301
C 0.825037 2.242430 1.251521 -0.30 -3.07 -0.59 -0.050
N -0.080445 3.321132 1.239976 -2.21 4.20 -0.12 0.895
O 0.069473 4.148156 0.297749 -0.33 -1.78 2.15 -0.531
O -0.990465 3.341411 2.082332 1.70 0.26 -1.71 -0.500
O -0.091154 1.031366 3.084373 -5.52 -1.42 4.08 -0.402
H 3.570791 -1.772209 4.071851 -0.06 0.30 -0.23 0.393
H 3.683420 -1.282634 2.355484 -0.19 0.18 0.51 0.299
H 4.247183 -0.177347 3.648319 -0.36 -0.36 -0.18 0.300
H 1.334418 -1.077257 3.355432 -0.29 -0.05 -0.02 0.277
H 1.970114 0.154163 4.459483 -0.22 0.05 0.14 0.346
H 1.709422 2.349044 0.670767 1.11 1.14 0.57 0.372
C -0.047798 -1.681039 0.544853 0.15 -0.11 0.39 -1.118
C -0.657937 -1.151367 -0.719942 -0.74 -1.54 -1.13 0.649
N -0.674399 0.113985 -0.980689 0.49 0.33 0.75 -0.113
F 0.147400 1.349919 0.405709 0.51 1.07 0.74 -0.281
C -1.148936 0.684996 -2.037158 -0.96 -0.69 -1.71 0.737
C -1.076675 2.172503 -2.218093 -0.01 0.31 -0.02 -1.222
C -1.731396 -0.127070 -3.004862 -0.55 0.05 -1.03 -0.748
C -1.796449 -1.516377 -2.836209 0.86 1.13 1.31 1.079
C -2.413363 -2.386463 -3.845602 -0.45 -0.71 -0.72 -1.473
C -1.226331 -2.014850 -1.655835 -0.25 -1.00 -0.25 -0.706
H -0.206307 -2.769140 0.595987 0.09 0.38 0.09 0.332
H 1.039248 -1.490231 0.572396 -0.39 0.01 -0.01 0.211
H -0.504508 -1.210891 1.433479 0.19 -0.16 -0.36 0.208
H -1.583292 2.443932 -3.156004 0.19 0.04 0.34 0.365
H -1.561418 2.699729 -1.382361 0.16 -0.16 -0.28 0.234
H -0.032425 2.518835 -2.267312 -0.33 -0.12 0.05 0.246
H -2.150422 0.333459 -3.915834 0.19 -0.32 0.45 0.303
H -2.364319 -3.432433 -3.551354 0.01 -0.08 0.03 0.340
H -3.465962 -2.147665 -4.013142 0.02 0.09 0.08 0.327
H -1.920741 -2.298635 -4.815623 0.06 0.06 0.02 0.329
H -1.227756 -3.098756 -1.458469 -0.06 0.50 -0.19 0.235


[2]
10
Properties=species:S:1:pos:R:3:forces:R:3:mulliken_charge:R:1 method="wB97M-V/def2-TZVPD" total_energy_ha=-305.2352 gap_ev=11.6 lumo_ev=0.90 homo_ev=-10.7
O 2.363653 -1.023341 0.149103 -0.03 -0.03 -0.17 -0.520
C 1.347026 -0.421694 0.079842 -0.01 -0.18 -0.05 0.529
O 1.190829 0.959741 0.089273 0.10 -0.06 0.14 -0.351
C -0.195090 0.766293 0.430094 -0.24 0.03 0.19 -0.019
C -0.921760 0.220041 -0.726264 -0.06 0.09 -0.13 -0.514
C -0.123348 -0.712692 0.177842 0.09 -0.32 0.19 -0.289
H -0.540288 1.129673 1.382527 -0.17 0.56 -0.21 0.355
H -2.003975 0.144695 -0.648624 0.23 -0.13 0.06 0.258
H -0.541344 0.417082 -1.724828 -0.06 0.10 0.20 0.220
H -0.575706 -1.479794 0.791037 0.13 -0.05 -0.22 0.331


[3]
20
Properties=species:S:1:pos:R:3:forces:R:3:mulliken_charge:R:1 method="wB97M-V/def2-TZVPD" total_energy_ha=-651.0914 gap_ev=6.5 lumo_ev=-1.38 homo_ev=-7.9
C 2.849313 2.012686 -0.089336 -0.20 1.11 -0.08 -1.225
C 2.083100 0.691090 -0.159387 1.03 0.19 -0.26 -0.129
S 1.448531 0.338220 1.469019 -0.29 -3.59 -0.81 -0.338
H 3.706737 2.057837 0.583726 -0.14 -0.72 0.30 0.326
H 2.179573 2.802576 0.288250 0.13 -0.10 -0.33 0.326
H 3.295529 2.361007 -1.032077 -0.58 -0.31 -0.09 0.335
H 2.760738 -0.105296 -0.470818 -0.10 0.02 0.09 0.340
H 1.221365 0.678055 -0.814444 0.09 0.42 -0.43 0.246
C -2.438258 -0.307865 -1.619259 -0.53 -0.45 1.13 -1.116
C -1.715480 -0.429993 -0.266441 -0.84 -0.19 0.42 -0.046
C -1.928477 -1.388018 0.686204 0.22 2.01 -1.13 -0.227
N -1.187135 -1.422159 1.883945 1.04 -0.68 0.40 -0.495
H -3.182517 -1.093731 -1.708340 -0.11 -0.39 0.10 0.317
H -3.040940 0.603058 -1.740495 0.58 0.10 0.06 0.283
H -1.784122 -0.462554 -2.472859 0.28 0.33 0.00 0.255
H -1.114577 0.433281 0.048736 0.35 -0.55 -0.41 0.410
H -2.838583 -1.988809 0.640927 0.63 -0.55 -0.17 0.319
H -0.313289 -0.821487 1.866159 -2.15 -1.09 -0.08 0.002
H -0.894979 -2.393576 2.128925 -0.52 1.12 -0.08 0.300
H 0.893471 -1.564322 0.777564 1.13 3.32 1.38 0.118


[4]
39
Properties=species:S:1:pos:R:3:forces:R:3:mulliken_charge:R:1 method="wB97M-V/def2-TZVPD" total_energy_ha=-1486.5311 gap_ev=8.8 smiles="O=C(CCCc1nc(-c2ccc(Cl)cc2)no1)Nc1cccnc1" lumo_ev=0.14 homo_ev=-8.6
O 3.323648 1.819277 -1.204558 0.22 0.31 -0.06 -0.664
C 2.635153 0.879401 -0.879059 -0.03 -0.52 -0.16 0.516
N 1.426956 0.963307 -0.256293 -0.31 -0.19 0.14 0.409
C 0.754282 2.100245 0.180009 -0.06 0.56 0.09 0.764
C 1.168797 3.403024 -0.093565 0.04 -0.04 -0.04 -0.571
C 0.404215 4.452636 0.385742 -0.14 -0.17 0.09 -0.395
C -0.740776 4.172966 1.115631 0.09 0.35 -0.06 -0.425
N -1.136818 2.939220 1.385496 -0.35 -0.07 0.20 -0.616
C -0.411525 1.936977 0.935625 0.30 -0.17 -0.15 -0.413
H -0.771261 0.945772 1.185178 0.07 -0.15 -0.01 0.587
H -1.370093 4.961320 1.505472 0.01 0.14 0.00 0.374
H 0.696301 5.472955 0.191225 0.01 0.09 -0.01 0.396
H 2.066362 3.576602 -0.664103 0.01 -0.02 -0.01 0.514
H 0.960993 0.074374 -0.065721 0.14 0.13 -0.12 0.009
C 3.033541 -0.572001 -1.120419 0.16 0.19 0.01 -0.909
C 3.296087 -1.311615 0.202815 -0.08 -0.19 -0.04 -0.768
H 4.370060 -1.368876 0.380059 -0.04 0.01 0.05 0.444
H 2.859227 -0.758050 1.036364 0.07 -0.03 0.02 0.374
C 2.724627 -2.730558 0.208260 0.22 -0.04 0.14 -0.649
C 1.242456 -2.741890 0.244271 -0.42 0.19 -0.07 0.307
N 0.422563 -1.776664 -0.047143 0.35 -0.12 0.07 -0.242
C -0.815268 -2.332891 0.158766 0.74 -0.78 0.20 -0.210
N -0.735345 -3.574127 0.559736 -1.27 0.20 -0.10 -0.561
O 0.595366 -3.849239 0.617320 0.92 0.19 -0.06 -0.167
C -2.053768 -1.610993 -0.047538 -0.57 0.22 -0.04 0.535
C -3.240442 -2.093630 0.503099 0.19 0.13 -0.10 -0.586
C -4.418910 -1.398177 0.327230 -0.08 0.08 -0.05 -0.643
C -4.413156 -0.216216 -0.402428 0.30 -0.16 0.01 0.384
C -3.241858 0.267986 -0.966606 -0.17 0.03 0.02 -0.734
C -2.064744 -0.431399 -0.789909 -0.01 -0.30 0.12 -0.220
H -1.152071 -0.071194 -1.238178 0.10 0.07 -0.04 0.600
H -3.253092 1.184878 -1.533842 -0.03 0.09 -0.04 0.440
Cl -5.882782 0.656951 -0.615717 -0.20 0.12 -0.02 -0.217
H -5.340056 -1.762507 0.753680 -0.09 -0.01 0.03 0.429
H -3.218911 -3.011497 1.068849 -0.05 -0.08 0.08 0.478
H 3.082905 -3.288739 1.076391 0.00 -0.03 -0.07 0.378
H 3.052808 -3.272288 -0.684008 0.00 -0.06 0.04 0.261
H 3.923418 -0.579429 -1.748945 -0.09 0.06 0.00 0.419
H 2.221105 -1.055893 -1.663183 0.02 0.00 -0.06 0.370


Computed energy relative to the best compared isomer or geometry (same formula, charge and spin) (kcal/mol) in order:
35.80 27.80 95.75 0.00